1.
The following is a DFT calculation (ωB97M-V/def2-TZVPD) of a single C3H6N2O2 molecule in a non-equilibrium geometry.

Summary:
Charge: 0
Highest occupied orbital energy (eV): -9.44
SMILES string: NC(=O)NCC=O
Electronic energy (eV): -10282.9636
E_LUMO (eV): 0.568
Gap between HOMO and LUMO (eV): 10.0

Element x y z (Å)
N  -0.37  1.59  0.04
C  0.17  0.83  -0.96
O  -0.13  0.97  -2.12
N  1.10  -0.14  -0.51
C  0.79  -1.26  0.38
C  -0.63  -1.22  0.90
O  -0.90  -0.89  2.03
H  -1.17  2.14  -0.22
H  -0.04  1.38  0.97
H  2.08  0.02  -0.66
H  1.52  -1.29  1.20
H  0.91  -2.19  -0.14
H  -1.37  -1.52  0.16

Atom charges from the Mulliken analysis, given in e for atoms 1 to 4: atom 1 (N): -0.363, atom 2 (C): 0.355, atom 3 (O): -0.580, atom 4 (N): -0.185

2.
The following is a DFT calculation (ωB97M-V/def2-TZVPD) of 8 unconnected molecules or ions with the total composition C28H51ClINO10S7.

Summary:
Charge: 0
Highest occupied orbital energy (eV): -8.42
Electronic energy (eV): -148291.8865
E_LUMO (eV): -0.700
Gap between HOMO and LUMO (eV): 7.7

Element x y z (Å)
N  5.54  1.09  2.80
C  5.65  2.35  2.70
C  5.07  3.24  1.59
C  3.59  3.02  1.36
C  2.80  2.77  2.48
C  1.45  2.53  2.35
C  0.88  2.57  1.09
C  1.63  2.84  -0.04
C  3.00  3.05  0.10
Cl  3.84  3.41  -1.39
C  -0.59  2.29  0.99
O  -1.33  2.83  0.21
C  -1.09  1.30  2.01
C  -2.19  0.37  1.54
C  -1.66  -0.34  0.30
O  -1.75  0.05  -0.80
I  -0.57  -2.20  0.66
C  -0.54  1.26  3.22
C  0.57  2.21  3.53
O  0.76  2.68  4.62
H  5.00  0.74  2.01
H  6.24  2.84  3.48
H  5.27  4.27  1.91
H  5.66  3.05  0.69
H  3.23  2.74  3.47
H  1.13  2.85  -0.99
H  -3.08  0.93  1.24
H  -2.40  -0.38  2.30
H  -0.87  0.55  3.97
C  7.93  -0.50  -2.35
S  6.80  0.78  -1.79
O  6.23  0.37  -0.48
C  5.53  0.44  -3.02
H  8.79  -0.50  -1.68
H  7.43  -1.47  -2.32
H  8.25  -0.27  -3.36
H  5.21  -0.60  -2.93
H  5.93  0.63  -4.02
H  4.70  1.11  -2.83
C  5.52  -4.75  -4.69
S  5.46  -4.40  -2.93
O  5.72  -2.94  -2.77
C  6.99  -5.24  -2.52
H  4.66  -4.26  -5.15
H  6.44  -4.35  -5.11
H  5.46  -5.82  -4.84
H  7.82  -4.81  -3.09
H  6.89  -6.30  -2.75
H  7.18  -5.11  -1.46
C  -4.28  2.75  -1.85
S  -5.14  2.57  -0.29
O  -4.96  1.15  0.15
C  -6.80  2.72  -0.94
H  -3.21  2.65  -1.65
H  -4.61  1.98  -2.54
H  -4.48  3.74  -2.26
H  -6.97  1.95  -1.69
H  -6.93  3.71  -1.37
H  -7.50  2.60  -0.12
C  7.60  -10.32  0.59
S  6.75  -9.32  -0.64
O  7.71  -9.08  -1.75
C  6.70  -7.82  0.35
H  7.77  -11.31  0.16
H  8.55  -9.86  0.85
H  6.97  -10.41  1.48
H  7.71  -7.53  0.63
H  6.10  -8.00  1.24
H  6.24  -7.04  -0.25
C  -9.20  3.96  2.15
S  -10.04  4.74  0.76
O  -9.06  4.76  -0.37
C  -10.08  6.39  1.45
H  -9.04  2.91  1.91
H  -8.24  4.45  2.33
H  -9.83  4.04  3.04
H  -9.06  6.72  1.67
H  -10.68  6.39  2.36
H  -10.52  7.05  0.72
C  2.38  -10.91  -1.85
S  3.30  -9.48  -2.44
O  3.30  -8.48  -1.34
C  2.06  -8.94  -3.64
H  2.96  -11.37  -1.06
H  1.41  -10.58  -1.46
H  2.25  -11.61  -2.67
H  1.12  -8.76  -3.13
H  1.94  -9.71  -4.40
H  2.42  -8.03  -4.10
C  -13.21  10.55  3.07
S  -11.63  10.32  2.26
O  -11.50  8.86  1.98
C  -10.62  10.66  3.70
H  -14.00  10.34  2.35
H  -13.30  9.87  3.92
H  -13.30  11.59  3.41
H  -10.88  9.97  4.50
H  -10.78  11.69  4.02
H  -9.58  10.52  3.42

Atom charges from the Mulliken analysis, given in e for atoms 1 to 4: atom 1 (N): -0.606, atom 2 (C): -0.329, atom 3 (C): -0.574, atom 4 (C): 0.102

3.
The following is a DFT calculation (ωB97M-V/def2-TZVPD) of 10 unconnected molecules or ions with the total composition C9H36BF4O9 in a non-equilibrium geometry.

Summary:
Charge: -1
Highest occupied orbital energy (eV): -6.57
Electronic energy (eV): -39896.2997
E_LUMO (eV): 2.867
Gap between HOMO and LUMO (eV): 9.4

Element x y z (Å)
B  0.02  0.74  0.06
F  0.41  -0.26  0.95
F  -1.16  1.34  0.51
F  1.08  1.67  -0.15
F  -0.22  0.17  -1.23
C  3.35  -0.24  -2.61
O  2.40  -0.86  -1.78
H  2.87  0.22  -3.49
H  3.85  0.59  -2.10
H  4.09  -0.97  -2.93
H  1.89  -0.16  -1.35
C  -2.48  -1.13  2.60
O  -1.57  -0.96  3.70
H  -2.79  -2.17  2.50
H  -3.35  -0.47  2.74
H  -1.96  -0.75  1.73
H  -1.80  -1.61  4.36
C  -0.55  -0.94  -4.15
O  -1.31  -1.85  -4.93
H  -1.01  0.06  -4.16
H  -0.50  -1.26  -3.11
H  0.47  -0.86  -4.51
H  -1.94  -2.30  -4.36
C  1.50  -2.42  3.73
O  1.99  -1.24  3.16
H  0.68  -2.86  3.14
H  2.25  -3.23  3.79
H  1.13  -2.26  4.74
H  2.27  -1.53  2.28
C  -0.93  3.97  -1.57
O  -0.71  2.87  -2.44
H  -0.21  3.98  -0.74
H  -0.76  4.88  -2.15
H  -1.93  3.95  -1.14
H  -0.70  2.06  -1.91
C  -3.79  0.58  -1.90
O  -2.91  -0.44  -1.51
H  -4.47  0.92  -1.11
H  -3.27  1.50  -2.20
H  -4.39  0.24  -2.74
H  -2.24  -0.08  -0.92
C  -0.67  -3.26  -1.07
O  -1.92  -3.14  -1.70
H  -0.33  -4.30  -1.12
H  0.11  -2.66  -1.55
H  -0.70  -3.01  0.00
H  -2.15  -2.20  -1.67
C  4.17  1.04  1.15
O  2.97  1.29  1.86
H  4.23  1.57  0.20
H  5.03  1.37  1.74
H  4.30  -0.03  0.96
H  2.30  1.45  1.18
C  -0.14  2.48  3.65
O  0.48  1.23  3.62
H  -0.16  2.96  2.66
H  -1.20  2.48  3.95
H  0.37  3.15  4.34
H  -0.02  0.67  3.01

Atom charges from the Mulliken analysis, given in e for atoms 1 to 4: atom 1 (B): 1.079, atom 2 (F): -0.126, atom 3 (F): -0.242, atom 4 (F): -0.550

> E_LUMO of number 3 (C9H36BF4O9)?

2.867 eV

> Number 2 is which compound?

C28H51ClINO10S7